{
  "formula": "H15O7",
  "method": "ωB97M-V with the def2-TZVPD basis set",
  "species": ["H", "O", "H", "O", "H", "H", "H", "H", "H", "H", "H", "H", "H", "O", "H", "O", "H", "O", "H", "H", "O", "O"],
  "xyz": [[48.6280, 17.2380, 24.9530], [46.2170, 16.2190, 19.8250], [45.8380, 17.2210, 19.8350], [45.7980, 19.0870, 19.4260], [46.9560, 19.2650, 22.8320], [48.7140, 16.2950, 23.9890], [47.1060, 21.6870, 23.2510], [45.0040, 19.4260, 20.1100], [46.0410, 17.9950, 22.9630], [46.0660, 18.0270, 25.6580], [45.3990, 19.2600, 18.5830], [47.8090, 20.9890, 22.3620], [49.5370, 18.4350, 21.0270], [48.1220, 16.6230, 24.5260], [49.4490, 17.2380, 22.0350], [49.0510, 18.0250, 21.8190], [47.3030, 18.3330, 21.8260], [45.8570, 18.5450, 24.9590], [45.3560, 19.2650, 25.3840], [45.8360, 15.6390, 20.4690], [46.5330, 18.6080, 22.2840], [47.5210, 20.9340, 23.2110]],
  "forces_ev_per_angstrom": [[1.65, 2.85, 2.33], [-0.17, 3.73, -0.69], [0.98, -3.58, 0.11], [-3.02, 1.18, 3.91], [0.05, 2.07, 1.71], [4.50, -3.50, -4.64], [-4.08, 6.66, 1.38], [3.21, -1.31, -2.81], [1.46, 0.78, -1.17], [1.28, -3.04, 3.25], [-0.27, 0.09, -0.98], [2.09, -0.09, -4.11], [-0.88, -1.23, 1.76], [-6.21, 0.65, 2.34], [1.59, -2.90, 0.46], [-0.85, 4.35, -2.55], [2.34, -2.56, -1.59], [-1.49, 3.16, -3.06], [0.15, -0.23, -0.54], [-0.75, -0.04, 0.56], [-3.77, -0.47, 1.82], [2.18, -6.58, 2.53]],
  "nbo_charge": [0.47, -0.99, 0.50, -0.95, 0.55, 0.45, 0.48, 0.48, 0.60, 0.49, 0.50, 0.46, 0.51, -0.91, 0.49, -0.97, 0.56, -0.96, 0.49, 0.47, -0.81, -0.90],
  "homo_lumo_gap_ev": 10.638,
  "multiplicity": 1,
  "de_lowest_kcal_mol": 96.3,
  "lumo_energy_ev": -3.3,
  "charge": 1,
  "energy_ha": -535.3333
}

---

{
  "formula": "C12H16N2O5",
  "method": "ωB97M-V with the def2-TZVPD basis set",
  "species": ["N", "H", "H", "H", "C", "H", "H", "H", "C", "H", "O", "O", "C", "C", "H", "O", "C", "H", "C", "H", "H", "N", "C", "C", "O", "C", "C", "C", "H", "H", "H", "H", "H", "O", "C"],
  "xyz": [[1.6717, 0.7343, 0.3905], [0.1761, 1.2390, 1.6909], [1.0177, -1.9637, 0.5579], [5.1297, -1.0936, -0.9063], [3.6684, 0.5874, -1.1803], [4.2003, -0.9636, -2.4870], [2.1858, 1.9265, -2.2536], [-0.9623, 1.4636, -0.6236], [-2.1168, -0.0888, 0.3063], [-6.5248, -0.3645, 2.0679], [0.5325, -2.0617, 1.4149], [-5.7818, -1.0520, 2.2279], [-3.1581, 0.9157, 0.5454], [2.9711, 1.2280, -2.4770], [4.5993, 1.0966, -3.3207], [0.0922, -0.5728, 3.0748], [-2.3600, -1.2996, 0.7707], [-0.4110, -0.2032, -1.1241], [0.3331, 0.4171, 0.9981], [4.1694, 1.3834, -0.5548], [-3.0927, 1.9970, 0.1857], [4.6545, -0.3043, -1.6725], [0.3127, -0.8416, 1.9653], [-4.4171, 0.6192, 0.9472], [2.1058, -1.1962, -0.6949], [-3.6047, -1.5908, 1.4940], [-0.7186, 0.3839, -0.1829], [2.5043, -0.0623, -0.3399], [2.0445, 1.5851, 0.6895], [-1.7731, -2.2195, 0.5572], [-5.3165, 1.3048, 0.8170], [-3.8128, -2.5409, 1.9027], [2.3945, 0.3492, -2.9001], [3.9321, 1.8417, -3.4061], [-4.6454, -0.6536, 1.5201]],
  "forces_ev_per_angstrom": [[0.38, -1.36, 0.25], [-0.41, 0.01, -0.19], [-0.19, 0.28, 0.11], [-2.11, 3.26, -2.75], [-0.87, 1.54, 1.10], [1.27, 1.88, 2.87], [0.03, 0.66, 0.42], [1.11, -1.99, 1.14], [0.47, 4.35, 0.26], [1.87, -1.67, 0.44], [0.17, 0.64, 0.73], [-1.21, 2.34, -1.36], [1.06, 1.24, -2.15], [0.19, -0.87, -0.08], [-0.20, 1.54, -0.70], [-0.64, -0.69, 3.25], [-2.82, -4.38, 1.66], [0.00, 0.56, 1.78], [0.65, -0.69, -2.07], [-0.47, -0.61, -0.67], [0.64, -1.63, 0.31], [1.10, -5.41, -0.57], [0.91, 0.70, -4.28], [-2.25, -0.50, 0.78], [0.94, 0.80, 1.01], [0.50, 2.06, -1.79], [-1.66, 1.12, -1.39], [-2.29, -0.83, -2.24], [0.66, 1.43, 0.44], [0.05, 1.15, 0.35], [1.55, -0.56, 0.43], [0.07, -0.97, 0.34], [0.88, 0.70, -0.17], [-0.37, -2.87, 1.99], [0.98, -1.23, 0.79]],
  "nbo_charge": [-0.60, 0.24, 0.52, 0.40, -0.15, 0.38, 0.19, 0.22, -0.09, 0.48, -0.71, -0.67, -0.18, -0.07, 0.48, -0.54, -0.19, 0.24, -0.15, 0.20, 0.21, -0.87, 0.80, -0.28, -0.68, -0.26, -0.43, 0.66, 0.40, 0.24, 0.21, 0.22, 0.17, -0.70, 0.29],
  "homo_lumo_gap_ev": 9.022,
  "multiplicity": 1,
  "de_lowest_kcal_mol": 107.8,
  "lumo_energy_ev": 0.4,
  "energy_ha": -952.5107
}

---

{
  "formula": "C5H6N3",
  "method": "ωB97M-V with the def2-TZVPD basis set",
  "species": ["H", "C", "C", "C", "N", "N", "C", "H", "H", "H", "H", "N", "C", "H"],
  "xyz": [[2.7174, 0.6482, -1.0927], [0.0672, 1.3130, 0.0817], [-1.1563, 1.2819, 0.3547], [-0.9012, -1.3675, -0.1694], [-1.8380, -1.9532, 0.0625], [0.2838, -0.9912, -0.0892], [0.8141, 0.1812, -0.0246], [-2.8859, 1.1025, 0.7933], [0.3010, 2.3230, 0.0284], [2.8031, 0.4288, 0.7213], [2.3095, -1.1061, -0.4960], [-2.2716, 0.7727, 0.2624], [2.2909, 0.0212, -0.2673], [-2.5338, -2.6547, -0.1648]],
  "forces_ev_per_angstrom": [[-0.62, -0.53, 0.63], [3.39, 2.45, 0.37], [-7.30, -4.01, -0.69], [2.91, 0.71, 0.78], [-4.75, -3.27, -0.18], [-0.48, -0.88, -0.36], [2.85, -0.76, -1.34], [-7.59, 2.47, 6.27], [1.97, 1.73, -0.66], [-0.60, -1.32, -1.93], [1.16, 1.97, 0.60], [8.19, 0.42, -4.95], [0.64, 0.57, 1.31], [0.25, 0.45, 0.15]],
  "nbo_charge": [0.27, -0.54, 0.61, 0.74, -0.52, -0.54, 0.45, 0.38, 0.30, 0.27, 0.27, -0.52, -0.67, 0.48],
  "homo_lumo_gap_ev": 8.966,
  "multiplicity": 1,
  "de_lowest_kcal_mol": 100.1,
  "lumo_energy_ev": -5.5,
  "charge": 1,
  "energy_ha": -357.9677
}

---

{
  "formula": "C27H59N5O22Zr",
  "method": "ωB97M-V with the def2-TZVPD basis set",
  "species": ["H", "H", "N", "H", "O", "O", "H", "N", "C", "H", "O", "C", "H", "C", "C", "O", "H", "C", "H", "H", "O", "H", "H", "O", "H", "C", "O", "H", "H", "H", "H", "C", "H", "C", "O", "N", "O", "H", "O", "H", "O", "C", "H", "O", "C", "N", "O", "H", "H", "C", "O", "H", "C", "C", "C", "O", "C", "H", "C", "H", "H", "C", "H", "H", "H", "H", "C", "H", "Zr", "N", "H", "H", "C", "O", "O", "H", "C", "H", "C", "H", "H", "H", "H", "H", "C", "H", "H", "H", "H", "C", "H", "H", "C", "C", "H", "H", "H", "O", "H", "H", "H", "C", "O", "O", "O", "H", "H", "H", "H", "O", "H", "H", "C", "H"],
  "xyz": [[0.0811, 1.0663, -5.8103], [-5.4458, 1.3007, -2.6040], [-2.4573, -4.0183, 0.2228], [-5.7741, 0.1534, -3.9457], [-1.1366, 4.1024, 0.6070], [-1.4191, 1.6029, 3.9323], [-6.0888, -0.3233, -2.3022], [3.8920, -2.6357, 0.9328], [-3.4188, -2.8854, 0.2298], [2.0287, 5.4197, -3.0148], [-0.1032, -0.5295, -4.0700], [-1.1504, 6.2797, 1.5577], [0.8450, -1.2599, 7.1163], [1.5150, 5.9472, -2.2109], [0.1828, -3.4658, 3.0490], [0.9456, -4.2880, 6.3408], [0.3516, -4.1094, -0.2634], [4.4531, 1.5020, -2.5098], [3.9220, -0.6366, 0.3860], [-4.2833, -0.8553, -5.3674], [0.3347, 1.8613, -0.5726], [1.4423, 0.3357, -1.3419], [-1.1257, -0.3977, 3.3505], [0.2589, 5.7017, -0.1958], [-0.4214, -2.1466, 7.9883], [-0.5085, 1.5394, -5.0381], [4.1674, 1.9965, 1.4318], [0.0046, -4.2617, 2.3295], [0.5473, -1.4825, -0.0710], [1.3841, 0.7306, 4.6540], [-2.4032, -2.4056, -5.6871], [-4.1246, -1.6414, -4.6309], [-3.3553, -2.3548, -0.7126], [0.1950, -0.4732, 0.1664], [3.0299, 2.8610, -3.7069], [3.8456, 2.8170, -2.8081], [-1.8593, -4.1878, -0.8363], [-0.8122, 0.0335, 4.9816], [4.2768, 3.7890, -2.2313], [-3.0329, -2.2048, 0.9886], [-1.4527, 1.7668, 1.7156], [0.3021, -2.8474, -3.7265], [-1.5359, 1.7869, -5.3131], [4.1406, -3.4778, 1.7577], [-0.6536, 0.3748, 3.9589], [4.4023, 3.1933, 1.5275], [-0.0345, -6.9507, -0.5241], [3.1304, 4.7943, 2.0998], [2.2890, 6.5396, -1.7217], [1.0648, 0.6694, -0.3604], [-3.4518, -1.0809, -3.4497], [0.7882, 6.6337, -2.6441], [0.5323, -2.2417, 7.4651], [-1.8472, 2.1058, 2.8323], [0.8699, 4.9582, -1.2818], [-1.1814, -0.3140, -0.1246], [-0.7100, -3.6368, 4.2485], [0.0953, 4.4408, -1.8470], [1.0521, -4.9321, -0.2254], [-1.1352, -1.5820, -2.6251], [-4.4266, -3.2315, 0.4254], [-2.7853, 3.2440, 3.0690], [-3.5124, 3.3687, 2.2716], [-5.0939, -2.0322, -4.3191], [1.2473, -3.5426, 3.2833], [5.3403, -1.1610, 1.2825], [0.3964, -3.2304, 6.3558], [4.4890, 0.9126, -3.4193], [-1.7466, 1.6566, -0.6168], [0.5434, -6.0483, -1.0794], [-1.7616, -3.4777, 3.9856], [-2.2372, 6.3002, 1.5949], [-5.4142, 0.2660, -2.9291], [-2.3850, -4.7119, 1.1871], [-3.3256, 0.3141, -1.8153], [3.8182, -0.9475, 2.1792], [-0.6599, 5.2379, 0.5946], [1.9730, 0.8417, 0.2235], [-3.2679, -2.7746, -5.1421], [1.6656, 4.3538, -0.8661], [-3.0620, -3.4611, -4.3224], [3.8612, 0.9944, -1.7516], [0.3269, -0.4776, 1.2604], [-0.1256, 2.5261, -4.7620], [4.2564, -1.2273, 1.2278], [0.5828, -3.6098, -2.9940], [-3.2465, 3.1187, 4.0434], [-3.8460, -3.3656, -5.8558], [-0.8428, 7.2786, 1.2531], [3.3123, 4.1612, 1.2396], [5.4669, 1.6209, -2.1410], [1.1595, -5.2766, 0.7958], [-4.0047, -0.1936, -2.7026], [-0.1247, -1.5850, -3.0329], [1.2458, -2.6521, 8.1711], [3.7433, 4.7750, 0.4476], [-0.0064, -2.4704, 2.6344], [-0.3279, -2.7742, 5.3161], [1.2016, -2.6825, -4.3183], [1.1958, -0.5730, 3.5659], [-2.1930, 4.1599, 3.0729], [0.8376, 0.4409, 3.7557], [0.8269, -6.0258, -2.2601], [5.4206, 3.6664, 1.9556], [-1.0242, 0.9890, -2.7395], [0.5289, -1.3007, -2.2111], [-0.4724, -3.2836, -4.3511], [1.1487, 1.1003, 2.9425], [2.0374, -4.7770, -0.6490], [3.4033, -2.8579, -0.1672], [-0.7189, 6.1198, 2.5468], [-0.7759, -4.6718, 4.6011], [-0.5221, 0.6684, -3.8287], [2.4321, 3.6313, 0.8959]],
  "forces_ev_per_angstrom": [[-0.15, 0.17, -0.30], [-0.28, 0.04, -0.05], [-0.65, 0.15, -1.94], [0.15, 0.11, -0.09], [-0.28, -0.57, -1.28], [0.36, -0.37, 0.17], [0.07, 0.04, 0.11], [0.26, -0.19, -0.41], [0.41, 0.83, 0.23], [-0.16, -0.15, -0.01], [0.47, -0.09, 0.25], [0.20, 0.65, -0.06], [-0.01, 0.00, -0.06], [0.25, 0.58, -0.23], [0.32, 0.03, 0.06], [0.00, -0.77, 0.00], [0.13, 0.16, -0.33], [0.42, -0.71, 0.18], [-0.19, 0.15, 0.12], [0.16, 0.11, 0.09], [-3.50, -0.49, 0.72], [0.03, 0.24, -0.04], [-0.12, 0.43, -0.44], [0.24, 0.16, -0.17], [-0.03, 0.13, -0.10], [0.07, 0.82, 0.76], [-0.11, -0.01, -0.48], [-0.35, 0.21, -0.17], [-0.03, 0.17, -0.71], [-0.25, 0.32, 0.03], [0.30, -0.14, 0.34], [-0.38, -0.66, -0.03], [0.06, -0.27, -0.19], [0.06, 0.00, 2.31], [-0.53, -0.14, 0.19], [0.72, 0.11, -0.82], [0.11, 0.10, 0.40], [-0.14, 0.01, -0.05], [-0.21, 0.13, 0.60], [-0.37, -0.09, 0.23], [-0.58, -1.03, -1.35], [0.29, -0.42, 0.38], [-0.04, -0.50, -0.28], [-0.13, 0.06, 0.18], [0.11, -1.22, 1.14], [-0.37, -0.10, 1.34], [-0.32, -0.06, 0.01], [0.12, -0.19, 0.22], [-0.11, -0.02, 0.18], [0.39, -0.62, -1.95], [0.40, -0.31, -0.41], [-0.02, -0.03, -0.01], [-0.33, -0.06, 0.38], [-0.36, 1.29, -0.16], [0.24, 0.55, -0.45], [-0.61, 3.37, -1.16], [-0.31, -1.41, 0.30], [0.07, -0.52, 0.39], [0.65, -0.65, -0.24], [0.00, -0.27, -0.08], [0.08, -0.20, 0.26], [0.05, 0.07, 0.10], [-0.09, -0.19, 0.01], [0.02, 0.11, 0.11], [-0.08, 0.06, 0.31], [0.01, -0.16, 0.17], [0.73, -0.07, -0.35], [-0.28, 0.08, -0.08], [6.27, -4.48, 0.78], [0.05, -0.49, 0.64], [0.16, 0.76, 0.10], [-0.01, -0.35, 0.18], [0.03, -0.15, 0.20], [0.27, -0.38, 0.97], [0.61, 1.34, 1.87], [-0.02, 0.05, 0.00], [-0.60, 0.29, 0.35], [-0.30, 0.16, 0.43], [-0.56, 0.02, -0.23], [-0.44, -0.66, 0.02], [0.47, 0.10, -0.02], [-0.15, 0.12, -0.03], [-0.35, 0.18, 0.01], [0.42, -0.19, -0.07], [0.22, 0.11, -0.14], [-0.17, 0.06, 0.04], [-0.19, 0.13, -0.06], [-0.11, 0.18, -0.05], [0.17, -0.11, -0.10], [0.32, 0.23, -0.92], [-0.08, 0.37, 0.11], [-0.16, -0.25, -0.02], [-0.86, 0.47, -0.77], [-0.40, 0.22, -0.11], [0.14, 0.13, 0.00], [-0.28, 0.12, -0.04], [0.09, -0.13, -0.37], [-1.07, 1.15, -0.18], [-0.06, 0.13, -0.09], [-0.14, -0.01, -0.23], [0.05, -0.05, 0.10], [0.54, 0.36, -0.12], [-0.17, 0.41, -0.21], [0.31, -0.05, -0.28], [-0.17, 0.99, 0.60], [0.25, 0.10, -0.33], [-0.04, 0.15, -0.08], [-0.05, -0.13, -0.08], [-0.05, 0.75, 0.12], [-0.13, 0.17, 0.13], [-0.18, -0.18, 0.04], [0.71, 0.07, 0.05], [-0.89, -0.38, -0.10], [0.00, -0.13, 0.14]],
  "lowdin_charge": [0.11, 0.10, -0.42, 0.09, -0.01, 0.08, 0.12, -0.44, 0.05, 0.07, 0.06, 0.04, 0.08, -0.05, -0.06, 0.14, 0.06, 0.06, 0.06, 0.14, -0.34, 0.10, 0.12, 0.04, 0.10, 0.07, 0.03, 0.05, 0.11, 0.09, 0.09, -0.16, 0.07, -0.27, 0.06, -0.44, 0.04, 0.13, 0.08, 0.09, -0.07, -0.02, 0.10, 0.10, -0.16, -0.43, 0.09, 0.11, 0.09, -0.25, 0.05, 0.09, 0.03, -0.50, -0.19, -0.33, -0.22, 0.12, 0.02, 0.11, 0.11, 0.06, 0.10, 0.13, 0.09, 0.11, -0.55, 0.11, 2.13, -0.45, 0.12, 0.10, 0.06, 0.12, -0.08, 0.10, -0.51, 0.10, -0.04, 0.09, 0.09, 0.08, 0.09, 0.10, 0.04, 0.07, 0.11, 0.10, 0.10, 0.05, 0.11, 0.09, -0.52, -0.14, 0.09, 0.10, 0.05, -0.03, 0.10, 0.07, 0.09, -0.05, 0.05, 0.12, -0.09, 0.10, 0.07, 0.07, 0.08, 0.03, 0.10, 0.13, -0.49, 0.07],
  "homo_lumo_gap_ev": 6.627,
  "multiplicity": 1,
  "de_lowest_kcal_mol": 0.0,
  "lumo_energy_ev": -7.1,
  "charge": 2,
  "energy_ha": -3039.4015
}